# 1
{"formula": "C57H38Cl5MnNOP2", "method": "ωB97M-V/def2-TZVPD", "total_energy_ha": -6459.5534, "multiplicity": 2, "homo_energy_ev": [-7.57, -7.08], "max_force_ev_per_a": 1.488, "de_lowest_ev": 0.268, "orbital_gap_ha": [0.283, 0.265], "total_charge": 0, "elements": ["Mn", "C", "C", "C", "C", "C", "C", "C", "C", "C", "C", "C", "C", "C", "C", "C", "N", "H", "H", "H", "H", "H", "H", "H", "H", "H", "H", "O", "C", "C", "C", "C", "C", "C", "P", "C", "C", "C", "C", "C", "C", "C", "C", "C", "C", "C", "C", "C", "C", "C", "C", "C", "C", "P", "C", "C", "C", "C", "C", "C", "C", "C", "C", "C", "C", "C", "H", "H", "H", "H", "H", "H", "H", "H", "H", "H", "H", "H", "H", "H", "H", "H", "H", "H", "H", "H", "H", "H", "H", "H", "H", "H", "H", "H", "Cl", "C", "C", "C", "Cl", "C", "Cl", "C", "Cl", "C", "Cl"], "positions_angstrom": [[-0.59008, 0.37846, -0.05651], [-0.19586, -0.58604, 4.14383], [-0.11394, 0.67257, 4.73312], [-0.06267, 1.78893, 3.92006], [-0.13675, 1.64556, 2.53169], [-0.29009, 0.40172, 1.90757], [-0.26818, -0.70534, 2.76802], [-0.06622, 2.80598, 1.63404], [0.35976, 4.07550, 2.13394], [0.40464, 5.14372, 1.30882], [0.00038, 4.99576, -0.04178], [-0.01069, 6.09159, -0.93546], [-0.42481, 5.93363, -2.22665], [-0.83579, 4.66007, -2.66456], [-0.80909, 3.58439, -1.82341], [-0.38814, 3.71645, -0.48234], [-0.37045, 2.61427, 0.35515], [-0.20313, -1.47277, 4.76799], [-0.07174, 0.77921, 5.80883], [0.01073, 2.76243, 4.38469], [-0.29727, -1.70716, 2.35464], [0.67971, 4.15725, 3.16011], [0.74268, 6.11049, 1.66306], [0.30070, 7.06094, -0.56482], [-0.44840, 6.77568, -2.90582], [-1.17083, 4.52563, -3.68530], [-1.09890, 2.61707, -2.18457], [1.65208, -2.21328, 0.10553], [2.82156, -2.01828, -0.58193], [3.60047, -3.03160, -1.12710], [4.75065, -2.68468, -1.82083], [5.11236, -1.35234, -1.98135], [4.28929, -0.35771, -1.47911], [3.12391, -0.67554, -0.79206], [1.91660, 0.59649, -0.23349], [2.09437, 1.77208, -1.63939], [1.70429, 1.20263, -2.85657], [1.75021, 1.92196, -4.03705], [2.18471, 3.24110, -4.02886], [2.55846, 3.82527, -2.83164], [2.51427, 3.09794, -1.64787], [2.79299, 1.14801, 1.27364], [3.37432, 2.37901, 1.54242], [3.99200, 2.61713, 2.76653], [4.04481, 1.62478, 3.72867], [3.48186, 0.38236, 3.46353], [2.86502, 0.14949, 2.25015], [1.19542, -3.38232, 0.65012], [2.00716, -4.33548, 1.24833], [1.42661, -5.50034, 1.72785], [0.05973, -5.71283, 1.60149], [-0.73614, -4.72503, 1.04301], [-0.18921, -3.52660, 0.59426], [-1.20408, -2.15511, -0.10620], [-2.81471, -2.41012, 0.73972], [-2.92732, -2.86000, 2.05343], [-4.15955, -2.90654, 2.68765], [-5.30562, -2.50636, 2.01987], [-5.21375, -2.06508, 0.70847], [-3.98034, -2.01339, 0.08029], [-1.45312, -2.89752, -1.77063], [-0.40507, -2.68807, -2.66861], [-0.42256, -3.25793, -3.92874], [-1.50244, -4.04063, -4.31831], [-2.54483, -4.25993, -3.43258], [-2.51737, -3.69974, -2.16074], [3.31034, -4.06569, -1.02390], [5.36456, -3.46881, -2.24417], [6.01588, -1.09206, -2.51486], [4.54072, 0.68304, -1.64713], [1.36799, 0.17069, -2.88027], [1.44553, 1.45243, -4.96335], [2.21851, 3.81175, -4.94751], [2.87552, 4.85923, -2.80530], [2.78133, 3.60680, -0.73605], [3.35197, 3.18102, 0.82367], [4.43296, 3.58646, 2.95843], [4.52331, 1.81403, 4.68055], [3.50744, -0.40230, 4.20740], [2.41192, -0.81551, 2.06411], [3.07018, -4.16942, 1.34265], [2.05283, -6.24919, 2.19493], [-0.38379, -6.63570, 1.94850], [-1.80463, -4.87992, 0.96562], [-2.05003, -3.17626, 2.60183], [-4.21923, -3.24834, 3.71237], [-6.26518, -2.52973, 2.51925], [-6.09858, -1.74079, 0.17623], [-3.92738, -1.64798, -0.93783], [0.43431, -2.06652, -2.37022], [0.40031, -3.08614, -4.61069], [-1.52776, -4.47956, -5.30702], [-3.38561, -4.87551, -3.72481], [-3.33102, -3.90131, -1.47706], [-3.39282, 0.94806, 2.71221], [-3.63155, 1.10113, 0.99644], [-2.60986, 0.75900, 0.12213], [-2.95196, 0.87967, -1.21241], [-1.61745, 0.40351, -2.28903], [-4.15854, 1.29517, -1.74027], [-4.41046, 1.40769, -3.43967], [-5.16090, 1.60454, -0.82363], [-6.71211, 2.09846, -1.38629], [-4.89204, 1.50314, 0.54520], [-6.15725, 1.85714, 1.66377]], "mulliken_spin": [1.037, -0.011, 0.015, -0.010, 0.041, -0.094, 0.012, 0.002, 0.002, -0.002, -0.002, -0.001, 0.001, 0.000, 0.022, -0.006, -0.021, -0.001, 0.001, 0.000, 0.007, 0.000, 0.000, 0.000, 0.000, 0.000, -0.007, -0.006, 0.001, 0.001, 0.000, 0.000, -0.002, 0.003, 0.060, -0.017, -0.003, -0.001, 0.001, 0.000, 0.010, 0.005, -0.004, 0.000, -0.001, 0.002, -0.001, -0.005, -0.001, 0.000, 0.000, -0.001, 0.009, -0.013, -0.001, -0.001, 0.000, 0.000, 0.000, 0.006, 0.002, -0.005, -0.001, 0.000, 0.000, 0.001, 0.000, 0.000, 0.000, 0.000, -0.004, 0.000, 0.000, 0.000, -0.001, -0.001, 0.000, 0.000, 0.000, -0.001, 0.000, 0.000, 0.000, 0.000, 0.000, 0.000, 0.000, 0.000, 0.001, 0.004, 0.000, 0.000, 0.000, 0.000, 0.000, 0.001, -0.029, 0.016, -0.002, -0.003, -0.001, 0.003, 0.000, -0.002, -0.001]}

# 2
{"formula": "C57H42FN6O4Se2Tl", "method": "ωB97M-V/def2-TZVPD", "total_energy_ha": -7901.9189, "homo_energy_ev": -2.41, "max_force_ev_per_a": 3.533, "de_lowest_ev": 1.467, "orbital_gap_ha": 0.172, "total_charge": -2, "elements": ["Tl", "C", "O", "C", "C", "C", "C", "C", "C", "C", "C", "C", "C", "C", "N", "C", "C", "C", "C", "C", "C", "C", "C", "C", "C", "O", "C", "C", "C", "C", "N", "C", "C", "C", "C", "C", "C", "O", "C", "C", "C", "C", "C", "C", "C", "N", "C", "C", "N", "C", "C", "C", "C", "O", "C", "C", "C", "H", "H", "H", "H", "H", "H", "H", "H", "H", "H", "H", "H", "H", "H", "H", "H", "H", "H", "H", "H", "H", "H", "H", "H", "H", "H", "H", "H", "H", "H", "H", "H", "H", "H", "H", "H", "Se", "C", "N", "Se", "C", "N", "F", "C", "C", "C", "C", "C", "C", "C", "H", "H", "H", "H", "H", "H"], "positions_angstrom": [[-0.17313, -0.29345, -0.13170], [8.43837, 3.31431, 3.55543], [8.12792, 2.15357, 2.81566], [6.83457, 2.06263, 2.44307], [6.55995, 0.93625, 1.68847], [5.28838, 0.57913, 1.23533], [4.23308, 1.46489, 1.52971], [4.53576, 2.53771, 2.36431], [5.76569, 2.87683, 2.82064], [2.81837, 1.12610, 1.10044], [2.12745, 0.38249, 2.02531], [2.55546, -0.06412, 3.34646], [1.58852, -0.86894, 3.80340], [0.44214, -0.82226, 2.93108], [0.83602, -0.06036, 1.80817], [-0.69953, -1.47260, 3.22049], [-1.87281, -1.28338, 2.47228], [-3.19458, -1.77851, 2.70359], [-4.05762, -1.23263, 1.72057], [-3.23379, -0.40029, 0.95316], [-3.79152, 0.44037, -0.16088], [-5.26948, 0.50433, -0.16360], [-5.93817, -0.05414, -1.22862], [-7.32552, -0.15156, -1.25582], [-7.97547, 0.28093, -0.12055], [-9.31259, 0.15667, -0.01128], [-10.08945, -0.04834, -1.16576], [-7.39182, 0.88675, 0.98148], [-6.01951, 0.93628, 0.92687], [-3.05925, 1.21134, -1.01345], [-1.63885, 1.30039, -1.06826], [-1.32333, 2.12155, -2.01348], [-0.03013, 2.50122, -2.45656], [0.07576, 2.82466, -3.89651], [-0.52135, 1.90845, -4.75904], [-0.52643, 2.17764, -6.08521], [0.22315, 3.15630, -6.64816], [0.37703, 3.10630, -7.97215], [1.42976, 3.85562, -8.49419], [0.83815, 4.03611, -5.81478], [0.70138, 3.94823, -4.43938], [1.14457, 2.27139, -1.74792], [2.50104, 2.69954, -2.06581], [3.28250, 2.31845, -1.06485], [2.42589, 1.59711, -0.16208], [1.15265, 1.69050, -0.57000], [-2.59580, 2.71043, -2.64503], [-3.61341, 2.12245, -2.01121], [-1.91813, -0.38926, 1.37723], [-0.78170, -2.40528, 4.35935], [-1.24287, -1.95619, 5.63520], [-1.01503, -2.74618, 6.77236], [-0.50483, -4.07894, 6.62032], [-0.41646, -4.98410, 7.62737], [-1.09866, -4.72611, 8.86124], [-0.10463, -4.52080, 5.39718], [-0.24855, -3.69405, 4.30782], [9.47777, 3.22135, 3.79775], [7.90416, 3.39069, 4.50510], [8.35231, 4.16507, 2.89327], [7.33685, 0.21481, 1.45829], [5.19357, -0.33193, 0.67576], [3.70867, 3.12645, 2.72873], [5.93661, 3.81461, 3.39636], [3.45563, 0.22990, 3.95923], [1.67919, -1.31411, 4.82631], [-3.41827, -2.48057, 3.49184], [-5.11890, -1.46666, 1.65060], [-5.36921, -0.38840, -2.12311], [-7.76579, -0.55594, -2.17372], [-11.19295, 0.00602, -0.79732], [-9.91429, -1.05230, -1.58367], [-9.84956, 0.66309, -1.91685], [-8.00956, 1.20013, 1.88439], [-5.41683, 1.28632, 1.76063], [-1.10085, 1.10304, -4.34972], [-0.94251, 1.40665, -6.76052], [1.37112, 3.64461, -9.57098], [2.39129, 3.60676, -8.02304], [1.24748, 4.95718, -8.42325], [1.37255, 4.83594, -6.26614], [1.28852, 4.62594, -3.80239], [2.84208, 3.08187, -3.02102], [4.33522, 2.39623, -0.91476], [-2.67201, 3.53794, -3.33532], [-4.64878, 2.28104, -2.26904], [-1.69031, -0.98605, 5.82405], [-1.44069, -2.40989, 7.80177], [-0.97070, -5.54883, 9.50870], [-2.11769, -4.54000, 8.57681], [-0.74187, -3.81625, 9.42021], [0.23665, -5.55885, 5.25871], [0.10313, -4.01121, 3.33134], [-3.23605, -1.13526, -3.75956], [-4.31288, -2.42237, -4.31968], [-5.02373, -3.26147, -4.63322], [7.24254, -0.48170, -2.55561], [8.99275, -0.62239, -2.03129], [10.08734, -0.69052, -1.70658], [3.50410, -5.70755, -2.06684], [2.70569, -4.58340, -2.07614], [1.34278, -4.79872, -2.23206], [0.56415, -3.63698, -2.18901], [1.16067, -2.36801, -2.17157], [0.19450, -1.26418, -2.06085], [2.57138, -2.19845, -2.09799], [3.37555, -3.35915, -2.05916], [0.93643, -5.77499, -2.34788], [-0.49774, -3.67434, -2.30146], [-0.80300, -1.47652, -2.38494], [0.56650, -0.39953, -2.63305], [3.05064, -1.21028, -2.05513], [4.40716, -3.43425, -1.97468]], "mulliken_charge": [2.562, -0.933, -0.436, 0.965, -0.772, 0.009, -0.958, -0.068, -0.649, 1.098, 0.694, -1.364, -0.993, 0.412, -0.259, 1.326, -0.204, -1.156, -1.181, 0.428, 1.380, -1.192, 0.010, -0.649, 0.986, -0.457, -0.853, -0.860, -0.126, 0.250, -0.296, 0.270, 1.267, -0.250, 0.106, -0.881, 0.986, -0.438, -0.888, -0.688, -0.585, 0.192, -1.271, -1.585, -0.093, -0.456, -1.391, -0.928, -0.417, -1.017, -0.212, -0.638, 0.804, -0.451, -0.841, -0.763, 0.214, 0.275, 0.311, 0.378, 0.419, 0.703, 0.456, 0.295, 0.324, 0.286, 0.531, 0.510, -0.057, 0.386, 0.196, 0.307, 0.396, 0.308, 0.467, 0.379, 0.332, 0.265, 0.372, 0.310, 0.369, 0.582, 0.506, 0.653, 0.537, 0.425, 0.433, 0.143, 0.252, 0.414, 0.261, 0.341, 0.528, -0.269, 0.250, -0.739, -0.453, 0.122, -0.643, -0.354, 0.573, -0.879, -0.449, -0.143, -0.482, -0.290, -1.063, 0.486, 0.511, 0.016, 0.287, 0.565, 0.597]}